Computed, not measured: a 15-piece molecular cluster, C50H135N5O15 overall, with ωB97M-V/def2-TZVPD.

Geometry as XYZ:
```
205
Properties=species:S:1:pos:R:3:forces:R:3:lowdin_charge:R:1
C 13.0505 10.8740 10.7843 0.4340 1.3049 -0.0943 -0.0672
C 11.8325 10.7010 11.6492 -0.5861 0.9648 0.2319 -0.4390
C 11.0608 12.0725 11.7842 0.8908 -1.2493 -0.7117 -0.1559
O 11.8343 12.9827 12.5386 0.9346 -1.5312 0.3550 -0.2564
C 11.2664 14.2407 12.5837 -0.7402 0.7202 -1.5268 -0.1079
N 10.9577 9.7092 11.0127 -0.9290 0.1205 0.8716 0.0308
H 12.7698 11.0972 9.7262 0.1933 -0.5619 0.7184 0.0977
H 13.6873 10.0075 10.9281 0.2307 -0.0902 -0.4939 0.0595
H 13.6223 11.7594 11.1406 -0.1665 -0.6001 -0.1267 0.0791
H 12.1505 10.3789 12.6593 -0.1011 0.2646 -0.2364 0.1157
H 10.1095 11.9077 12.2875 -0.3753 0.0420 -0.0848 0.1243
H 10.9298 12.4907 10.7636 -0.2832 -0.2246 0.4659 0.1389
H 10.3432 14.2106 13.2036 0.2234 0.3702 -0.5883 0.1003
H 11.1181 14.5359 11.4931 -0.4102 0.1487 1.5255 0.0985
H 11.9913 14.9090 13.0136 0.2473 0.3826 0.3212 0.0720
H 11.4482 8.8196 10.9849 -0.0698 0.0600 -0.0752 0.0643
H 10.1328 9.5637 11.6243 0.6334 -0.0334 -0.5917 0.0812
C 10.6534 18.6952 17.0713 0.9393 -0.4407 -0.7996 -0.0503
C 11.9417 18.4616 17.8771 -1.9146 -0.0239 1.7459 -0.4746
C 12.6102 17.1971 17.4777 -0.4595 -1.4573 0.7995 -0.2186
O 13.7530 17.0947 18.3173 -0.6755 0.3231 -0.2516 -0.1910
C 14.2420 15.8058 18.4488 0.5499 -0.6995 -0.2120 -0.1321
N 12.7639 19.6529 17.9667 0.1123 -0.3432 0.0148 0.0709
H 10.0088 19.3577 17.6017 -0.4208 0.6586 0.2735 0.0613
H 10.0417 17.7853 16.8005 1.0051 0.7623 0.2430 0.0968
H 11.0573 19.2041 16.1815 -0.8416 -0.1367 -0.2322 0.0556
H 11.6239 18.2986 18.9268 0.1102 -0.1936 -0.3075 0.1423
H 12.8669 17.1646 16.4251 0.4522 0.0440 -0.5328 0.1130
H 11.8714 16.3222 17.6388 1.0783 1.0822 -0.0109 0.1439
H 15.2169 15.8947 18.9542 -0.0890 -0.2992 -0.7309 0.0994
H 14.2262 15.3081 17.4609 0.7863 0.0730 0.2465 0.0745
H 13.6524 15.1433 19.0786 -0.6146 0.1165 0.3954 0.0814
H 13.0315 19.9585 17.0512 0.3232 0.3558 -0.6068 0.0325
H 13.6339 19.3947 18.4361 -0.2682 0.1941 -0.0991 0.0752
C 9.4351 20.5590 11.8969 2.3108 -0.4451 1.5173 -0.0303
C 10.1770 19.1762 11.8151 0.7005 0.0191 0.0452 -0.3737
C 11.2839 18.8013 12.8925 0.1417 0.0020 -1.3576 -0.1335
O 12.3882 19.7352 12.8421 -0.7469 -0.2961 0.4241 -0.2214
C 13.4651 19.3380 13.7083 -2.1568 0.0194 0.9005 -0.0543
N 9.2684 18.0111 11.7399 -0.7775 -0.0388 -1.0981 0.0240
H 10.1083 21.3784 11.5628 -0.3718 -0.5023 0.3647 0.0859
H 9.0577 20.7720 12.9119 0.1652 -0.0587 -0.3420 0.0818
H 8.6269 20.5038 11.2379 -1.3656 0.0047 -1.0919 0.0408
H 10.7278 19.2039 10.8616 -0.1925 -0.1263 0.2144 0.0945
H 11.7566 17.8078 12.6500 -0.8623 0.5717 0.0289 0.1286
H 10.7871 18.7073 13.8668 0.4100 0.3625 0.2271 0.1095
H 14.3031 19.9796 13.5290 0.3164 0.5198 0.2700 0.0844
H 13.7393 18.3322 13.5021 0.4025 -1.0968 -0.4113 0.0521
H 13.0414 19.3075 14.7513 0.8845 0.5212 -0.6471 0.0924
H 8.5800 18.1027 10.9577 1.0954 0.1039 0.5718 0.1023
H 8.6398 17.9216 12.5264 0.2646 0.1853 0.5800 0.0767
C 16.0633 15.1042 15.0529 0.0793 1.7213 1.2712 -0.0571
C 15.0933 15.2064 13.9186 1.9033 -1.6424 -0.7859 -0.3829
C 15.6269 16.1720 12.9234 0.5849 0.0801 -0.8994 -0.2202
O 14.6217 16.2639 11.9464 -1.0114 -1.5054 1.1707 -0.1763
C 14.8163 17.3076 11.1127 0.5143 0.1787 -2.8191 -0.1470
N 15.1687 13.8926 13.1471 -0.5329 0.9785 1.2316 0.0980
H 15.8598 14.2673 15.6956 -0.1220 -0.3765 0.3100 0.0474
H 15.9998 16.0486 15.7051 0.2281 -1.2894 -0.8263 0.1103
H 17.0867 15.0088 14.6831 -0.1474 0.0030 0.0944 0.0527
H 14.1326 15.5626 14.2692 -0.6402 -0.3195 -0.0598 0.1205
H 16.5796 15.7811 12.4391 -1.0017 0.3817 0.7165 0.1315
H 15.8426 17.1655 13.3048 0.0308 0.3240 0.4365 0.1132
H 14.2196 17.0860 10.1762 0.1854 0.8632 1.0587 0.1079
H 15.8497 17.2436 10.7704 0.2637 0.5114 -0.2526 0.0708
H 14.6771 18.2695 11.5965 -0.3802 0.2147 -0.2134 0.0612
H 14.8377 13.1202 13.7151 -0.0996 -0.0883 0.0847 0.0609
H 14.5372 13.9789 12.3713 -0.3412 -0.1154 -0.4738 0.0572
C 19.3781 11.5672 13.7053 0.5018 0.2573 -2.0055 -0.0446
C 18.8654 12.9795 13.3733 2.0505 0.7100 0.1963 -0.4490
C 20.0378 13.9695 13.0753 0.3616 -0.5359 2.1193 -0.1491
O 20.5998 14.5526 14.2821 -0.5276 0.5077 0.2445 -0.1969
C 19.8994 15.6900 14.8516 0.1726 0.0296 -0.0711 -0.1026
N 18.0917 12.9704 12.1994 -0.4257 -1.7504 -2.8198 0.0448
H 18.4811 10.9448 13.7591 0.2957 -0.2856 0.5348 0.0600
H 20.0299 11.5608 14.5897 -0.2980 -0.2573 -0.3099 0.0755
H 19.9612 11.1989 12.7432 -0.8695 0.6317 1.9939 0.1189
H 18.3089 13.4253 14.1703 -0.4172 0.0264 0.8835 0.1060
H 19.7032 14.7516 12.4315 -0.3140 0.5740 -0.5952 0.0914
H 20.8595 13.4069 12.6164 -0.0810 0.2624 -0.0708 0.1231
H 19.5396 15.5353 15.8861 0.2546 -0.6232 -0.3480 0.0630
H 18.9716 15.9523 14.2946 0.8486 -0.1036 0.0051 0.0615
H 20.5981 16.5708 14.9430 -0.6384 -0.7918 -0.5657 0.0921
H 17.1360 13.2233 12.2653 -1.1826 0.5450 0.8626 0.0256
H 18.0474 12.0178 11.8052 0.1963 0.7030 0.0686 0.0929
C 18.5797 19.4264 10.6421 0.9059 0.1507 1.0934 -0.0415
C 18.1084 18.6836 11.8670 -0.0756 -1.6948 1.0878 -0.4586
C 19.1304 18.4659 13.0418 -0.2845 1.4667 -2.2953 -0.0294
O 16.9412 19.3222 12.4469 0.6842 0.7058 -0.8283 -0.0948
H 17.7629 19.3344 9.9420 0.0829 0.2996 -0.6530 0.0689
H 19.5020 18.8942 10.3234 -0.5561 0.6202 -0.2940 0.0985
H 18.7976 20.5059 10.8958 -0.1113 -1.0690 -0.4877 0.0725
H 17.8191 17.6411 11.5187 0.0755 1.3280 0.4701 0.1088
H 19.4794 19.4726 13.3513 -0.1892 -0.7002 0.4374 0.0887
H 19.9703 17.8466 12.7668 0.4474 -0.0218 -0.4152 0.0681
H 18.5924 17.8873 13.7366 -0.6071 -0.0485 1.4289 0.0244
H 17.1081 20.2829 12.2882 -0.4233 -0.7065 0.5311 0.0584
C 21.7797 17.6989 19.7132 1.4668 0.4441 -2.3829 -0.0653
C 20.5586 16.9288 19.4361 -0.2865 -1.0867 -1.0188 -0.4771
C 19.6718 17.4545 18.3020 -0.1049 -2.0759 -0.1487 -0.0420
O 20.8638 15.4919 19.3022 -0.7008 1.5965 0.7088 -0.0410
H 21.5968 18.7532 19.7433 -0.3003 0.7169 0.2413 0.0786
H 22.5213 17.5679 18.8959 -0.2889 -0.0071 0.3053 0.1000
H 22.2510 17.3890 20.5942 0.6119 -0.4739 1.4205 0.0643
H 20.0001 17.0255 20.3028 -1.4538 -0.3086 1.8239 0.1078
H 19.3489 18.4364 18.5177 -0.3875 1.1862 0.3692 0.0557
H 18.7308 16.7936 18.2577 1.4545 0.9337 -0.4167 0.1061
H 20.2490 17.5201 17.3604 -0.5120 -0.3585 0.1596 0.0792
H 21.0063 15.4148 18.3735 0.3848 -0.5774 -1.1482 0.0514
C 11.5862 13.5097 15.8882 1.4561 -0.3547 0.9333 -0.0341
C 12.6171 12.3132 16.0708 -2.0286 0.6491 -1.1409 -0.4078
C 12.0241 11.1158 16.8552 0.7256 0.8687 0.0609 -0.0495
O 12.9042 11.7604 14.7580 0.2454 0.5028 0.0142 -0.1254
H 10.8128 13.2565 15.1895 -0.4191 -0.3418 -0.3159 0.0560
H 12.0868 14.4238 15.5315 -0.0046 -0.3457 -0.0310 0.0609
H 11.1248 13.7730 16.8455 0.0397 -0.1370 -0.0480 0.0735
H 13.5343 12.7107 16.5078 0.0788 -0.1495 0.1105 0.1097
H 12.8480 10.4059 16.8549 -0.0286 -0.3591 0.4183 0.0619
H 11.2730 10.6794 16.1851 -0.2697 0.1774 0.6427 0.0815
H 11.7038 11.3479 17.9179 0.1883 -0.2875 -1.4093 0.0990
H 12.5603 12.3149 14.0022 0.1730 -0.3389 0.8474 0.0623
C 12.1980 15.7897 8.3256 0.9658 1.4774 -0.9065 -0.0472
C 11.3197 16.6734 9.1695 -1.6020 0.2245 -0.4608 -0.4798
C 10.5256 17.7356 8.3994 -0.9118 0.4772 -0.4158 -0.0551
O 10.3580 15.8319 9.8338 0.1201 0.8431 1.7424 -0.1073
H 12.6481 15.0445 8.9197 0.3919 -1.0307 0.8915 0.0531
H 13.0707 16.3477 7.8724 -1.0418 -0.2752 0.3345 0.0997
H 11.6503 15.3142 7.5354 -0.3720 -0.2260 -0.4687 0.0793
H 11.9186 17.2023 9.8743 0.6674 0.2038 0.9314 0.0902
H 9.5312 17.3906 8.1330 -0.0815 -0.8515 -0.0975 0.0748
H 10.9551 17.9881 7.4394 0.4841 0.4040 -0.1030 0.0698
H 10.2119 18.6566 8.9365 0.9963 -0.3529 -0.0073 0.0663
H 10.0907 16.3175 10.6820 0.2624 -0.7025 -1.5246 0.0739
C 12.7530 20.9193 8.1276 0.0112 1.8087 1.8693 -0.0329
C 13.2447 20.2444 9.4417 1.0096 0.8653 -1.0249 -0.4999
C 14.7266 20.0425 9.3755 0.9893 -0.9910 -1.2397 -0.0722
O 13.0397 21.0630 10.5460 -1.0408 1.3226 0.6511 -0.0496
H 11.7950 21.3697 8.3932 -0.1784 0.0238 -0.1888 0.0743
H 12.5867 20.2826 7.3046 0.0667 -1.0590 -0.8373 0.0498
H 13.3978 21.7751 7.8098 -0.2496 -0.7430 0.3278 0.0901
H 12.7061 19.3292 9.5307 -0.4075 -1.0396 0.2259 0.0966
H 15.2038 19.7220 10.3017 -0.2363 0.0742 0.0414 0.0495
H 15.2141 20.9612 9.0324 -0.1326 -0.0386 0.1308 0.0705
H 14.9343 19.2784 8.6071 0.2435 0.1002 0.1339 0.0892
H 12.8673 20.5648 11.3665 -0.0331 -0.1354 -0.3245 0.0491
C 16.5948 14.1693 8.9672 1.2235 -0.7902 -0.8680 -0.0415
C 17.7254 15.1970 9.0955 0.4643 -0.2605 -0.8049 -0.4759
C 17.5882 16.4330 8.1848 2.5147 -1.5562 -0.3500 -0.0378
O 17.7439 15.7052 10.4044 0.3157 -0.7178 0.9940 -0.1089
H 15.6236 14.5898 8.9108 -0.9963 0.7491 0.4425 0.0511
H 16.6706 13.4545 9.8043 -0.1626 0.1829 -0.4145 0.0714
H 16.6827 13.6248 8.0043 0.2133 0.0248 0.5353 0.0888
H 18.7110 14.6349 8.8731 -1.2223 0.9513 0.2427 0.1564
H 18.3782 17.1618 8.4399 -0.5702 -0.1555 0.1015 0.0795
H 16.6295 16.8465 8.1777 -1.5363 0.7615 0.3069 0.0443
H 17.8279 16.1127 7.1692 -0.1659 0.0497 -0.1706 0.0782
H 17.8245 14.9153 10.9834 0.0942 0.4528 -0.0992 0.0502
C 13.9024 7.7691 13.4324 -0.7296 0.1990 0.1886 -0.0694
C 15.0890 8.6632 13.7336 0.5075 1.4852 0.9307 -0.4837
C 16.3079 8.1703 12.9828 0.7466 -0.4058 0.2247 -0.0696
O 14.8969 10.0842 13.4320 0.1764 -1.3726 -0.1434 -0.0794
H 13.7404 7.7553 12.3389 -0.0368 -0.2214 0.4381 0.0790
H 12.9358 8.0559 13.9391 1.0619 -0.0566 -0.4479 0.0917
H 14.1929 6.7764 13.8101 -0.3712 0.1196 -0.3803 0.0801
H 15.3431 8.6077 14.8134 -0.3176 -0.1089 -0.3170 0.1365
H 16.3674 7.0850 13.1192 -0.1774 0.0049 -0.3113 0.0762
H 17.2957 8.4956 13.3721 -0.7701 0.4299 -0.1832 0.0777
H 16.2332 8.4041 11.9207 0.0341 -0.0311 -0.0254 0.0822
H 14.2168 10.4401 14.0202 -0.1428 0.1224 0.0951 0.0340
C 17.5321 21.4198 16.3078 0.5656 -0.6467 -0.2362 -0.0528
C 16.3129 20.6958 15.7447 0.2608 0.1270 -0.2292 -0.5250
C 16.2853 19.2088 16.0626 0.5970 0.2700 -0.3098 -0.0399
O 15.1331 21.1538 16.3425 -1.6328 2.5021 0.0183 -0.0820
H 17.5951 22.4659 15.9373 -0.0892 -0.6098 0.4069 0.0813
H 18.3814 20.8525 15.8867 0.0643 0.5253 0.1944 0.0749
H 17.6024 21.3435 17.4092 -0.1890 0.2296 -0.4753 0.0874
H 16.3751 20.8728 14.6458 -0.4802 -0.2209 0.4701 0.1123
H 15.5025 18.6385 15.5531 0.1048 0.3019 -0.1898 0.0618
H 16.1058 19.0875 17.1283 0.2538 -0.0908 0.1711 0.0836
H 17.2655 18.8469 15.7625 0.0132 -0.6203 0.1430 0.0683
H 15.0085 22.1491 16.2711 0.4735 -1.8848 -0.0190 0.1302
C 17.2247 23.0116 10.6332 -0.9801 -1.0040 -0.7265 -0.0689
C 17.2282 23.3318 12.1201 -0.3787 1.6550 -0.6108 -0.5067
C 15.7789 23.5531 12.5959 0.2159 -0.0827 0.6162 -0.0430
O 17.7332 22.2280 12.8240 0.4637 -0.5333 0.5359 -0.0817
H 16.9045 23.9052 10.0753 0.2844 -0.3178 -0.0223 0.0825
H 16.4543 22.1584 10.3690 1.5831 1.5625 0.6940 0.1039
H 18.2437 22.6950 10.3264 -0.6146 0.2365 -0.1297 0.0748
H 17.9235 24.2456 12.3011 -1.2512 -1.2119 -0.1678 0.1616
H 15.1894 24.2988 12.0104 0.7229 -0.4245 0.5981 0.0981
H 15.7417 23.7182 13.6938 0.0739 0.4808 -0.6607 0.0787
H 15.2755 22.5938 12.4964 -0.1520 -0.1782 -0.3602 0.0657
H 18.6434 22.1215 12.5225 0.0180 -0.1650 0.2305 0.0909
C 18.5390 11.8928 17.6974 -1.1803 -1.4886 0.6756 -0.0476
C 17.2976 12.6986 17.4559 -0.5278 0.1530 -0.8375 -0.4803
C 16.1277 12.3478 18.3909 0.9067 -0.8984 -0.5902 -0.0286
O 17.5425 14.1014 17.5480 -0.2778 0.2030 -0.5974 -0.0664
H 18.4562 10.8252 17.4415 -0.4522 0.2884 -0.0934 0.0977
H 18.6954 11.8936 18.7471 0.6819 0.0974 1.1707 0.0684
H 19.3858 12.2210 17.1872 1.3545 0.9787 -0.8823 0.0554
H 17.0377 12.5233 16.3999 -0.3551 0.2457 0.2372 0.1236
H 15.5621 11.4864 18.0129 0.3145 -0.1152 0.3031 0.0797
H 15.4331 13.1541 18.4270 -0.4175 0.7971 0.1013 0.0408
H 16.5546 12.1595 19.3823 -0.4212 -0.0724 0.0054 0.0843
H 18.2035 14.3193 18.1960 0.5266 -0.1949 0.5735 0.0668
```
Positions in Å, forces in eV/Å.

LUMO: 0.6 eV
Relative energy (zero: lowest compared OMol25 entry of this formula, charge and spin): 15.93 kcal/mol
Spin multiplicity: 1
Gap between HOMO and LUMO: 9.297 eV